No. 1
# C5H12O2

An isolated molecule of C5H12O2 (ωB97M-V with the def2-TZVPD basis set, OMol25).

Structure (XYZ):
```
19
Properties=species:S:1:pos:R:3:lowdin_charge:R:1
C -1.428 -1.993 -0.792 -0.10
C -0.401 -1.275 0.082 -0.21
C -0.313 0.219 -0.243 -0.36
O -1.588 0.830 -0.148 -0.03
C 0.769 0.958 0.615 -0.40
C 2.025 1.248 -0.192 -0.05
O 0.327 2.216 1.090 -0.03
H -2.412 -1.529 -0.678 0.07
H -1.155 -1.922 -1.852 0.08
H -1.512 -3.054 -0.535 0.07
H -0.671 -1.391 1.144 0.12
H 0.590 -1.736 -0.030 0.12
H -0.047 0.327 -1.302 0.15
H -1.914 0.710 0.753 0.10
H 1.036 0.316 1.474 0.14
H 1.763 1.785 -1.111 0.09
H 2.693 1.885 0.394 0.08
H 2.557 0.329 -0.461 0.08
H -0.318 2.077 1.792 0.09
```

SMILES string: CC[C@@H](O)[C@@H](C)O
Calculated total energy: -9474.2463 eV
Total charge: 0
Kohn-Sham gap: 10.72 eV
Energy relative to the best compared isomer or geometry (same formula, charge and spin): 85.8 kJ/mol

No. 2
# C6H11O2S

The ion C6H11O2S with charge -1 in a non-equilibrium geometry (ωB97M-V with the def2-TZVPD basis set, OMol25).

Structure (XYZ):
```
20
Properties=species:S:1:pos:R:3:lowdin_charge:R:1
C 0.380 -1.397 -1.941 -0.03
C 0.833 -0.519 -1.042 -0.22
C 0.647 -0.750 2.094 -0.12
C -1.554 -0.076 -0.274 -0.09
C 0.619 0.472 1.125 -0.29
C -0.092 0.248 -0.193 -0.60
O -0.643 2.182 -2.268 -0.55
O -0.835 2.954 0.051 -0.56
S -0.014 2.189 -0.927 0.66
H 1.011 -2.039 -2.640 0.05
H -0.733 -1.555 -2.117 0.05
H 1.921 -0.162 -0.876 0.13
H -0.256 -0.967 2.488 -0.01
H 1.265 -0.624 3.051 0.07
H 1.145 -1.686 1.487 0.12
H -2.016 0.904 -0.141 0.06
H -1.756 -0.472 -1.232 0.03
H -1.761 -0.760 0.637 0.11
H 1.601 0.763 0.902 0.06
H 0.237 1.295 1.816 0.12
```

Calculated total energy: -21329.7528 eV
Total charge: -1
Kohn-Sham gap: 6.57 eV
Energy relative to the best compared isomer or geometry (same formula, charge and spin): 237.7 kJ/mol

No. 3
# C43H41N4O4P2Rb

A structure of composition C43H41N4O4P2Rb in a non-equilibrium geometry (ωB97M-V with the def2-TZVPD basis set, OMol25).

Structure (XYZ):
```
95
Properties=species:S:1:pos:R:3:lowdin_charge:R:1
Rb 1.018 -0.808 0.943 1.01
O 1.587 2.234 4.335 0.03
C 2.782 1.832 4.798 -0.28
C 3.539 2.762 5.511 -0.03
C 4.774 2.407 6.021 -0.10
C 5.272 1.122 5.829 -0.11
C 4.522 0.202 5.115 -0.04
C 3.277 0.530 4.583 -0.07
C 2.462 -0.461 3.795 -0.48
O 1.278 -0.108 3.469 -0.21
N 3.080 -1.604 3.531 0.03
N 2.402 -2.444 2.682 -0.10
C 2.812 -3.648 2.688 -0.12
C 2.237 -4.667 1.780 -0.26
C 2.748 -5.964 1.828 -0.04
C 2.220 -6.936 0.999 -0.08
C 1.189 -6.589 0.140 -0.08
C 0.748 -5.274 0.156 -0.16
N 1.247 -4.327 0.943 0.11
H 1.217 1.416 3.894 0.05
H 3.127 3.752 5.662 0.11
H 5.351 3.136 6.578 0.10
H 6.235 0.842 6.235 0.09
H 4.888 -0.801 4.945 0.10
H 3.611 -3.951 3.366 0.11
H 3.552 -6.193 2.515 0.11
H 2.605 -7.947 1.023 0.10
H 0.737 -7.312 -0.526 0.09
H -0.049 -4.957 -0.507 0.08
O -0.400 -0.085 -1.110 -0.50
P -1.590 0.634 -0.569 0.67
C -1.145 1.924 0.638 -0.28
P 0.503 2.633 0.275 0.71
O 1.605 1.669 0.558 -0.47
C 0.445 3.157 -1.449 -0.27
C 1.283 2.505 -2.349 -0.06
C 1.266 2.862 -3.692 -0.07
C 0.410 3.860 -4.136 -0.08
C -0.432 4.510 -3.241 -0.08
C -0.412 4.160 -1.901 -0.07
C 0.615 4.119 1.272 -0.26
C -0.431 5.026 1.450 -0.09
C -0.244 6.159 2.225 -0.08
C 0.985 6.384 2.834 -0.07
C 2.019 5.475 2.678 -0.06
C 1.837 4.339 1.903 -0.06
C -2.732 -0.467 0.276 -0.27
C -2.903 -1.729 -0.300 -0.06
C -3.756 -2.648 0.286 -0.06
C -4.442 -2.317 1.449 -0.07
C -4.274 -1.069 2.027 -0.07
C -3.415 -0.145 1.444 -0.07
C -2.545 1.413 -1.873 -0.27
C -3.719 2.120 -1.620 -0.07
C -4.407 2.714 -2.666 -0.07
C -3.927 2.590 -3.966 -0.08
C -2.764 1.878 -4.220 -0.07
C -2.066 1.288 -3.173 -0.07
H -1.051 1.473 1.631 0.08
H -1.913 2.699 0.680 0.07
H 1.930 1.716 -1.988 0.11
H 1.922 2.358 -4.390 0.11
H 0.400 4.137 -5.183 0.10
H -1.100 5.287 -3.587 0.11
H -1.071 4.675 -1.213 0.10
H -1.401 4.855 0.998 0.09
H -1.057 6.860 2.363 0.10
H 1.128 7.266 3.445 0.11
H 2.966 5.635 3.177 0.11
H 2.623 3.601 1.809 0.11
H -2.335 -1.991 -1.186 0.09
H -3.878 -3.629 -0.154 0.11
H -5.098 -3.041 1.913 0.11
H -4.797 -0.817 2.940 0.11
H -3.279 0.821 1.916 0.10
H -4.104 2.203 -0.609 0.11
H -5.317 3.266 -2.473 0.10
H -4.467 3.050 -4.783 0.10
H -2.391 1.789 -5.232 0.11
H -1.143 0.748 -3.344 0.11
C -0.703 -5.555 -3.706 -0.04
C -0.728 -4.052 -4.003 -0.59
C -2.168 -3.530 -4.001 -0.04
C -0.059 -3.764 -5.351 -0.04
C 0.030 -3.348 -2.940 -0.17
N 0.616 -2.808 -2.114 0.22
H -1.249 -6.085 -4.488 0.09
H -1.175 -5.774 -2.747 0.08
H 0.320 -5.931 -3.679 0.09
H -2.729 -4.022 -4.798 0.09
H -2.199 -2.453 -4.169 0.09
H -2.662 -3.747 -3.052 0.08
H -0.626 -4.258 -6.142 0.09
H 0.963 -4.142 -5.367 0.09
H -0.034 -2.694 -5.555 0.09
```

Calculated total energy: -78643.2270 eV
Total charge: 0
Kohn-Sham gap: 6.93 eV

No. 4
# C24H25N2O2RuS2

A structure of composition C24H25N2O2RuS2 (ωB97M-V with the def2-TZVPD basis set, OMol25).

Structure (XYZ):
```
56
Properties=species:S:1:pos:R:3:lowdin_charge:R:1
Ru 0.015 -0.281 -0.008 0.77
C -2.076 -1.326 4.116 -0.14
C -1.529 -1.264 2.707 -0.79
S -0.627 0.137 2.274 0.62
C -1.732 -2.255 1.814 -0.77
C -2.479 -3.524 2.129 -0.13
S -1.150 -2.092 0.191 0.69
H -1.808 -0.428 4.667 0.05
H -1.682 -2.189 4.656 0.08
H -3.164 -1.410 4.108 0.08
H -2.885 -3.492 3.137 0.06
H -1.824 -4.396 2.060 0.07
H -3.306 -3.683 1.436 0.07
C -0.773 -0.810 -4.273 -0.09
C 0.515 -0.850 -4.805 -0.10
C 1.597 -0.720 -3.963 -0.05
C 1.393 -0.564 -2.583 -0.20
C 0.108 -0.549 -2.022 -0.27
C -0.971 -0.661 -2.910 -0.12
C 2.480 -0.388 -1.632 -0.21
C 3.843 -0.284 -2.039 0.01
C 4.814 -0.050 -1.131 0.00
C 4.481 0.047 0.242 -0.17
C 5.456 0.287 1.240 -0.04
C 5.107 0.346 2.555 -0.08
C 3.760 0.136 2.921 -0.06
C 2.798 -0.094 1.979 -0.05
C 3.126 -0.112 0.602 -0.20
N 2.139 -0.285 -0.356 0.04
H -1.627 -0.902 -4.931 0.10
H 0.667 -0.977 -5.869 0.10
H 2.592 -0.748 -4.386 0.09
H -1.984 -0.636 -2.526 0.09
H 4.085 -0.369 -3.087 0.10
H 5.849 0.051 -1.435 0.12
H 6.488 0.414 0.935 0.11
H 5.857 0.526 3.313 0.10
H 3.479 0.141 3.967 0.11
H 1.777 -0.296 2.274 0.02
O -0.848 3.848 -0.028 0.16
C -0.123 2.757 0.070 -0.47
O -0.470 1.734 -0.505 -0.04
C 1.136 2.901 0.883 -0.26
N 1.058 4.103 1.725 -0.01
C 2.335 4.848 1.609 -0.18
C 3.294 3.888 0.915 -0.15
C 2.356 3.139 -0.025 -0.10
H 1.259 1.984 1.463 0.09
H 0.868 3.844 2.685 0.13
H -0.424 4.473 0.614 0.12
H 2.673 5.183 2.588 0.12
H 2.179 5.733 0.989 0.11
H 3.733 3.185 1.630 0.11
H 4.100 4.402 0.393 0.12
H 2.760 2.212 -0.416 0.10
H 2.077 3.773 -0.871 0.14
```

Calculated total energy: -56622.6964 eV
2S+1: 2
Total charge: 0
Kohn-Sham gap (spin up / spin down): 6.69 / 6.36 eV
Energy relative to the best compared isomer or geometry (same formula, charge and spin): 36.1 kJ/mol